This record from the OMol25 dataset describes a structure of composition C38H44InN7S. The level of theory is wB97M-V/def2-TZVPD.

Last column: Mulliken charge in e.
Positions of all 91 atoms, in Å:
In  0.119  -0.227  -1.457  2.389
C  3.789  4.392  1.378  -1.038
C  3.828  4.106  -0.126  -1.160
C  3.263  2.767  -0.487  0.703
C  3.972  1.585  -0.781  0.899
C  5.454  1.377  -0.795  -1.237
C  6.015  0.937  0.561  -0.961
C  2.999  0.610  -1.048  -0.719
C  3.084  -0.800  -1.576  0.212
C  2.554  -1.793  -0.576  -0.811
C  3.150  -2.865  0.100  1.156
C  4.588  -3.279  0.018  -1.068
C  4.857  -4.230  -1.151  -1.252
C  2.101  -3.535  0.762  1.098
C  0.926  -2.819  0.472  -0.803
C  -0.432  -3.139  0.763  0.071
C  -1.527  -2.403  0.422  -0.785
N  -1.514  -1.140  -0.176  -0.582
C  -2.789  -0.725  -0.267  0.342
C  -3.205  0.554  -0.653  -0.596
C  -2.356  1.656  -0.786  0.162
N  -1.015  1.612  -0.826  -0.495
C  -0.545  2.921  -0.701  -0.878
C  0.756  3.297  -0.550  0.127
C  1.896  2.445  -0.582  -0.564
N  1.775  1.123  -0.892  -0.396
C  -1.693  3.816  -0.666  0.933
C  -2.807  3.048  -0.741  0.525
C  -4.240  3.477  -0.754  -0.908
C  -4.883  3.320  -2.135  -1.088
C  -1.621  5.300  -0.488  -1.292
C  -1.539  5.707  0.985  -1.085
C  -3.695  -1.767  0.223  0.691
C  -2.912  -2.779  0.667  0.927
C  -3.345  -4.039  1.350  -1.283
C  -3.274  -3.933  2.877  -1.011
C  -5.186  -1.638  0.257  -1.034
C  -5.683  -0.824  1.453  -1.051
N  1.242  -1.759  -0.325  -0.399
C  2.216  -4.744  1.639  -1.228
C  2.345  -4.393  3.124  -1.157
H  4.215  5.372  1.618  0.391
H  4.346  3.630  1.926  0.231
H  2.760  4.364  1.741  0.217
H  4.863  4.173  -0.476  0.312
H  3.279  4.898  -0.649  0.367
H  5.961  2.294  -1.114  0.436
H  5.702  0.617  -1.543  0.370
H  5.810  1.692  1.323  0.218
H  7.096  0.771  0.522  0.375
H  5.533  0.011  0.882  0.125
H  4.114  -1.042  -1.842  0.473
H  4.898  -3.757  0.954  0.431
H  5.221  -2.392  -0.090  0.048
H  4.268  -5.143  -1.042  0.275
H  5.915  -4.506  -1.219  0.416
H  4.556  -3.764  -2.091  0.270
H  -0.615  -4.084  1.267  0.246
H  -4.270  0.736  -0.685  0.405
H  0.943  4.359  -0.420  0.261
H  -4.317  4.518  -0.428  0.407
H  -4.804  2.884  -0.026  0.272
H  -4.371  3.950  -2.865  0.310
H  -5.940  3.599  -2.118  0.350
H  -4.808  2.289  -2.482  0.215
H  -2.499  5.765  -0.946  0.488
H  -0.753  5.694  -1.023  0.438
H  -2.423  5.361  1.523  0.288
H  -1.468  6.792  1.098  0.356
H  -0.669  5.251  1.457  0.253
H  -2.716  -4.870  1.022  0.411
H  -4.369  -4.278  1.054  0.419
H  -2.258  -3.697  3.194  0.242
H  -3.579  -4.867  3.356  0.373
H  -3.924  -3.133  3.237  0.201
H  -5.644  -2.632  0.277  0.437
H  -5.529  -1.184  -0.677  0.192
H  -5.412  -1.308  2.394  0.224
H  -6.770  -0.705  1.429  0.383
H  -5.229  0.168  1.454  0.206
H  3.085  -5.338  1.336  0.328
H  1.343  -5.392  1.501  0.414
H  3.224  -3.767  3.291  0.289
H  2.433  -5.288  3.749  0.405
H  1.474  -3.824  3.454  0.237
S  2.017  -0.901  -3.104  -0.520
N  -5.682  -0.750  -3.853  -0.714
C  -4.566  -1.061  -3.954  0.675
N  -3.344  -1.498  -4.153  -0.866
C  -2.346  -0.889  -3.609  0.672
N  -1.418  -0.341  -3.165  -0.612

* max |F|: 0.380 eV/Å
* highest occupied orbital energy: -0.72 eV
* net charge: -2
* LUMO: 4.421 eV
* energy: -66564.5470 eV
* relative energy (zero: lowest compared OMol25 entry of this formula, charge and spin): 5.0 kcal per mole



This record from the OMol25 dataset describes a structure of composition C38H44OP2Sn at a distorted geometry. The level of theory is wB97M-V/def2-TZVPD.

Last column: Mulliken charge in e.
Positions of all 86 atoms, in Å:
Sn  -1.133  2.696  -1.752  0.181
C  -2.242  2.271  -3.992  -0.862
C  -1.758  1.164  -3.066  -0.291
C  -0.614  0.275  -3.516  -0.539
C  0.750  1.008  -3.574  -0.819
C  0.810  2.249  -2.720  1.270
C  0.338  3.534  -3.174  -0.701
C  -0.195  3.751  -4.575  -0.997
C  -1.243  2.744  -5.073  -0.751
C  1.895  -0.049  2.511  -1.724
H  -3.143  1.886  -4.502  0.508
H  -2.576  0.607  -2.595  0.695
H  -0.831  -0.183  -4.496  0.340
H  -0.522  -0.556  -2.798  -0.104
H  1.523  0.315  -3.203  0.324
H  1.016  1.232  -4.620  0.506
H  1.603  2.235  -1.967  -0.804
H  0.780  4.426  -2.709  0.470
H  0.639  3.760  -5.298  0.261
H  -0.632  4.763  -4.615  0.399
H  -1.825  3.241  -5.864  0.492
H  -0.752  1.888  -5.551  0.234
H  1.096  0.699  2.442  0.363
H  2.745  0.354  3.080  0.547
H  1.521  -0.954  3.003  0.611
P  -1.451  -1.339  1.184  2.175
P  2.429  -0.487  0.874  2.378
C  -0.154  -1.521  0.000  -1.078
C  1.178  -1.253  -0.119  -0.317
C  -2.207  -2.932  1.512  -0.090
C  -2.527  -3.778  0.432  -0.414
C  -3.285  -4.931  0.648  -0.555
C  -3.707  -5.261  1.941  -0.515
C  -3.332  -4.454  3.021  -0.705
C  -2.558  -3.308  2.818  -0.310
C  -2.721  -0.229  0.521  -0.151
C  -2.505  1.093  0.200  -0.008
C  -3.503  2.030  0.129  -0.754
C  -4.846  1.577  0.091  -0.528
C  -5.107  0.211  0.172  -0.692
C  -4.064  -0.691  0.373  -0.436
C  3.861  -1.582  1.078  0.144
C  3.643  -2.954  1.296  -0.515
C  4.725  -3.801  1.546  -0.613
C  6.028  -3.290  1.570  -0.440
C  6.248  -1.928  1.348  -0.753
C  5.171  -1.071  1.113  -0.466
C  3.058  0.997  0.058  0.338
C  2.792  2.276  0.574  -0.730
C  3.339  3.402  -0.044  -0.669
C  4.127  3.265  -1.190  -0.488
C  4.363  1.996  -1.729  -0.746
C  3.825  0.865  -1.114  -0.334
H  -0.598  -2.017  -0.881  -0.151
H  1.632  -1.582  -1.070  0.255
H  -2.198  -3.525  -0.577  0.269
H  -3.553  -5.563  -0.200  0.394
H  -4.324  -6.146  2.108  0.368
H  -3.646  -4.709  4.033  0.391
H  -2.236  -2.704  3.669  0.414
H  -2.635  3.170  -3.465  0.238
H  -3.300  3.100  0.035  0.442
H  -5.663  2.293  -0.016  0.366
H  -6.131  -0.164  0.102  0.369
H  -4.274  -1.758  0.447  0.309
H  2.625  -3.348  1.267  0.380
H  4.549  -4.862  1.726  0.385
H  6.872  -3.954  1.763  0.376
H  7.262  -1.523  1.359  0.385
H  5.347  -0.006  0.953  0.355
H  2.183  2.388  1.473  0.266
H  3.153  4.391  0.381  0.425
H  4.561  4.147  -1.662  0.390
H  4.976  1.881  -2.624  0.397
H  4.025  -0.127  -1.529  0.408
C  -2.954  0.414  3.626  -1.069
C  -1.472  0.459  3.373  0.811
C  -0.667  0.424  4.643  -1.455
O  -0.990  -0.766  2.592  -0.157
H  -3.290  -0.594  3.903  0.190
H  -3.512  0.762  2.755  0.115
H  -3.183  1.091  4.458  0.502
H  -1.199  1.318  2.748  0.244
H  -0.924  -0.476  5.217  0.282
H  0.409  0.429  4.456  0.346
H  -0.916  1.300  5.252  0.425

* max |F|: 4.101 eV/Å
* highest occupied orbital energy (alpha / beta): -4.80 / -5.24 eV
* LUMO (alpha / beta): 0.362 / 0.369 eV
* energy: -66568.7703 eV
* relative energy (zero: lowest compared OMol25 entry of this formula, charge and spin): 57.4 kcal per mole



Q: Among the records above, which one has the highest max |F|?
A: C38H44OP2Sn